[1]
ORCA calculation (ωB97M-V/def2-TZVPD) on 2 unconnected molecules or ions with the total composition C2H6ClO2PS.

Last column: natural (NBO) charge in e.
CARTESIAN COORDINATES (ANGSTROEM)
C (1.348, -2.402, 0.000)  -0.25
C (-3.669, 2.372, 0.316)  0.29
O (0.714, -1.261, -0.546)  -0.81
O (-2.573, 2.602, -0.095)  -0.49
P (0.970, 0.243, 0.062)  0.80
S (2.809, 0.816, -0.855)  -0.08
Cl (4.087, 0.433, 0.678)  -0.17
H (2.413, -2.406, -0.242)  0.18
H (0.871, -3.266, -0.460)  0.20
H (1.227, -2.453, 1.085)  0.18
H (0.242, 0.811, -0.983)  -0.05
H (-4.580, 2.757, -0.173)  0.10
H (-3.861, 1.756, 1.212)  0.10

Output
- Structure (SMILES): COPSCl.C=O
- Charge: 0

---

[2]
ORCA calculation (ωB97M-V/def2-TZVPD) on a molecular structure, C2H6CsO.

Last column: Löwdin charge in e.
CARTESIAN COORDINATES (ANGSTROEM)
Cs (-2.861, 0.136, 1.181)  1.61
C (0.568, -0.625, -0.802)  -0.08
C (0.457, 0.583, 0.114)  -0.23
O (-0.917, 0.565, 0.541)  -0.71
H (0.305, -1.536, -0.265)  0.08
H (1.621, -0.773, -1.039)  0.09
H (-0.050, -0.562, -1.698)  0.09
H (0.725, 1.487, -0.433)  0.13
H (1.144, 0.303, 0.913)  0.13
H (-0.991, 0.423, 1.488)  -0.11

Output
- Charge: +1

---

[3]
ORCA calculation (ωB97M-V/def2-TZVPD) on a single C2H6FNO molecule.

Last column: natural (NBO) charge in e.
CARTESIAN COORDINATES (ANGSTROEM)
C (0.864, 0.735, 0.210)  -0.66
C (-0.350, -0.158, 0.291)  0.70
N (-0.761, -0.416, -1.073)  -0.83
O (-0.179, -1.314, 0.981)  -0.68
F (-1.347, 0.510, 1.063)  -0.39
H (1.083, 1.191, 1.186)  0.24
H (1.674, 0.012, -0.082)  0.21
H (0.723, 1.521, -0.635)  0.21
H (-1.635, -0.839, -1.060)  0.38
H (-0.676, 0.407, -1.473)  0.35
H (0.603, -1.649, 0.592)  0.47

Output
- Structure (SMILES): C[C@@](N)(O)F
- Charge: 0

---

[4]
ORCA calculation (ωB97M-V/def2-TZVPD) on a single C2H6I2Si molecule.

Last column: natural (NBO) charge in e.
CARTESIAN COORDINATES (ANGSTROEM)
C (-1.502, -0.224, -1.009)  -0.90
C (0.874, -0.171, 1.541)  -1.14
Si (0.594, 0.287, -0.273)  1.02
I (0.581, 2.715, -0.696)  -0.20
I (2.144, -0.900, -1.824)  -0.20
H (-2.040, -0.552, -0.148)  0.21
H (-1.801, 0.701, -1.379)  0.21
H (-1.492, -0.972, -1.840)  0.23
H (1.807, 0.252, 1.943)  0.26
H (0.032, 0.173, 2.112)  0.25
H (0.803, -1.309, 1.573)  0.26

Output
- Structure (SMILES): C[Si](C)(I)I
- Charge: 0

---

[5]
ORCA calculation (ωB97M-V/def2-TZVPD) on a molecular structure, C2H6IN4.

Last column: natural (NBO) charge in e.
CARTESIAN COORDINATES (ANGSTROEM)
C (0.689, -0.810, -0.231)  0.34
C (-0.349, -1.611, 0.535)  -0.28
N (1.598, -1.408, -0.846)  -0.58
N (0.651, 0.600, -0.115)  -0.58
N (-1.729, 1.658, -0.440)  -0.43
N (-0.575, 1.767, 0.298)  -0.32
I (-2.387, -0.306, 0.055)  0.72
H (-0.548, -2.538, 0.255)  0.23
H (-0.310, -1.653, 1.570)  0.23
H (2.349, -0.896, -1.333)  0.39
H (0.963, 1.035, -0.964)  0.38
H (-0.384, 1.566, 1.329)  0.43
H (0.032, 2.596, -0.114)  0.47

Output
- Charge: +1

---

[6]
ORCA calculation (ωB97M-V/def2-TZVPD) on a molecular structure, C2H6INO2S.

Last column: natural (NBO) charge in e.
CARTESIAN COORDINATES (ANGSTROEM)
C (1.964, 1.113, -0.074)  -0.40
C (0.972, 1.808, 0.437)  -0.39
N (-1.515, -0.569, -1.109)  -1.04
O (-1.261, -2.288, 1.114)  -0.90
O (0.146, -2.414, -0.920)  -0.92
S (-0.425, -1.428, -0.063)  1.65
I (-2.563, 0.794, -0.050)  0.32
H (2.692, 1.670, -0.669)  0.19
H (2.014, -0.004, -0.234)  0.20
H (-1.033, -1.951, 2.014)  0.50
H (0.900, 2.933, 0.451)  0.20
H (0.126, 1.328, 0.991)  0.18
H (-2.016, -0.991, -1.888)  0.41

Output
- Charge: 0

---

[7]
ORCA calculation (ωB97M-V/def2-TZVPD) on 2 unconnected molecules or ions with the total composition C2H6INOS.

Last column: natural (NBO) charge in e.
CARTESIAN COORDINATES (ANGSTROEM)
C (-1.487, -0.887, 0.815)  -0.39
C (-1.541, -1.536, -0.349)  -0.40
N (0.562, 1.347, -0.874)  -1.10
O (2.188, 2.297, 0.523)  -0.84
S (1.310, 0.971, 0.415)  1.27
I (2.917, -1.016, -0.045)  -0.23
H (-2.467, -0.942, 1.383)  0.21
H (-0.588, -0.224, 1.044)  0.18
H (2.243, 2.660, -0.353)  0.50
H (-2.078, -2.421, -0.645)  0.21
H (-0.684, -1.284, -0.910)  0.18
H (-0.377, 1.035, -1.003)  0.40

Output
- Charge: 0

---

[8]
ORCA calculation (ωB97M-V/def2-TZVPD) on 2 unconnected molecules or ions with the total composition C2H6IO.

Last column: natural (NBO) charge in e.
CARTESIAN COORDINATES (ANGSTROEM)
O (0.055, -0.833, 1.224)  -0.55
C (-0.480, 0.474, 1.163)  -0.25
C (0.530, -1.235, -0.046)  -0.25
H (-0.835, 0.739, 2.173)  0.18
H (-1.331, 0.532, 0.464)  0.17
H (0.280, 1.210, 0.853)  0.17
H (-0.278, -1.249, -0.796)  0.17
H (1.334, -0.571, -0.407)  0.17
H (0.935, -2.255, 0.055)  0.18
I (-0.210, 3.188, -4.683)  -1.00

Output
- Charge: -1

---

[9]
ORCA calculation (ωB97M-V/def2-TZVPD) on 2 unconnected molecules or ions with the total composition C2H6IO.

Last column: natural (NBO) charge in e.
CARTESIAN COORDINATES (ANGSTROEM)
I (1.133, 1.175, -3.681)  -0.97
C (-0.404, -0.542, 1.300)  -0.62
C (0.173, -0.159, -0.045)  -0.06
O (-0.304, 1.153, -0.358)  -0.77
H (-0.090, 0.094, 2.131)  0.20
H (-0.105, -1.565, 1.552)  0.19
H (-1.492, -0.466, 1.284)  0.20
H (-0.146, -0.844, -0.837)  0.17
H (1.268, -0.169, -0.063)  0.16
H (-0.032, 1.323, -1.282)  0.51

Output
- Charge: -1

---

[10]
ORCA calculation (ωB97M-V/def2-TZVPD) on 2 unconnected molecules or ions with the total composition C2H6IP.

Last column: natural (NBO) charge in e.
CARTESIAN COORDINATES (ANGSTROEM)
C (-0.604, -0.235, -0.830)  -0.81
C (3.907, -0.688, -1.694)  -0.77
P (-0.630, 1.114, 0.135)  0.42
I (3.555, 0.123, 0.219)  0.11
H (0.307, -0.799, -1.040)  0.21
H (4.256, -1.666, -1.528)  0.22
H (-1.523, -0.497, -1.333)  0.21
H (4.641, -0.163, -2.266)  0.22
H (3.034, -0.661, -2.449)  0.23
H (0.879, 1.306, 0.165)  -0.05

Output
- Structure (SMILES): C=P.CI
- Charge: 0

---

[11]
ORCA calculation (ωB97M-V/def2-TZVPD) on a molecular structure, C2H6KS2.

Last column: natural (NBO) charge in e.
CARTESIAN COORDINATES (ANGSTROEM)
S (0.536, 1.709, 2.041)  0.03
S (2.488, 1.304, 1.618)  0.03
C (0.646, 2.434, 3.692)  -0.75
C (2.719, -0.310, 2.395)  -0.75
H (-0.374, 2.724, 3.994)  0.25
H (1.284, 3.333, 3.695)  0.24
H (1.042, 1.719, 4.433)  0.24
H (2.581, -0.267, 3.488)  0.24
H (2.024, -1.059, 1.981)  0.24
H (3.752, -0.633, 2.183)  0.25
K (1.167, 2.403, -0.618)  0.97

Output
- Charge: +1

---

[12]
ORCA calculation (ωB97M-V/def2-TZVPD) on a gas-phase ion, C2H6N (charge +1).

Last column: natural (NBO) charge in e.
CARTESIAN COORDINATES (ANGSTROEM)
C (-0.773, 0.425, 0.702)  -0.42
C (0.701, -0.400, -1.058)  0.13
N (0.473, -0.198, 0.178)  -0.37
H (-1.370, 0.628, -0.177)  0.23
H (-0.477, 1.324, 1.230)  0.25
H (-1.255, -0.274, 1.376)  0.26
H (-0.032, 0.055, -1.713)  0.23
H (1.570, -0.970, -1.354)  0.25
H (1.163, -0.590, 0.817)  0.44

Output
- Structure (SMILES): C=[NH+]C
- Charge: +1

---

[13]
ORCA calculation (ωB97M-V/def2-TZVPD) on a molecular structure, C2H6N2.

Last column: natural (NBO) charge in e.
CARTESIAN COORDINATES (ANGSTROEM)
C (-1.132, 0.713, 0.509)  -0.50
N (0.176, 1.018, -0.183)  -0.42
C (0.819, -0.127, -0.372)  0.08
N (0.294, -1.413, -0.126)  -0.77
H (-1.456, -0.005, -0.262)  0.22
H (-1.182, 0.197, 1.464)  0.19
H (-1.718, 1.655, 0.548)  0.21
H (1.719, -0.124, -0.990)  0.18
H (0.608, -0.705, 0.763)  0.43
H (1.006, -2.127, -0.310)  0.37

Output
- Charge: 0

---

[14]
ORCA calculation (ωB97M-V/def2-TZVPD) on a single C2H6N2 molecule.

Last column: natural (NBO) charge in e.
CARTESIAN COORDINATES (ANGSTROEM)
C (-0.789, -0.701, -0.531)  -0.44
C (0.826, 0.765, 0.670)  0.29
H (-1.466, -1.509, -0.207)  0.21
H (-1.445, 0.019, -1.107)  0.20
H (-0.057, -1.123, -1.279)  0.20
H (-0.401, -0.586, 1.539)  0.39
H (1.108, 1.013, 1.732)  0.16
H (1.022, 0.921, -1.170)  0.32
N (-0.211, -0.127, 0.663)  -0.62
N (1.412, 1.328, -0.310)  -0.71

Output
- Structure (SMILES): [H]/N=C\NC
- Charge: 0

---

[15]
ORCA calculation (ωB97M-V/def2-TZVPD) on a single C2H6N2 molecule.

Last column: natural (NBO) charge in e.
CARTESIAN COORDINATES (ANGSTROEM)
C (1.133, -0.044, 0.611)  -0.68
C (-0.233, 0.351, -0.147)  0.45
H (0.855, 0.070, 1.750)  0.23
H (1.519, -1.102, 0.336)  0.20
H (1.955, 0.632, 0.452)  0.24
H (-0.550, -1.645, -0.408)  0.40
H (-1.696, -0.639, -1.315)  0.40
H (-1.557, 1.516, -0.489)  0.31
N (-0.825, -0.667, -0.702)  -0.83
N (-0.602, 1.527, -0.090)  -0.71

Output
- Structure (SMILES): [H]/N=C(/C)N
- Charge: 0

---

[16]
ORCA calculation (ωB97M-V/def2-TZVPD) on a single C2H6N2 molecule.

Last column: natural (NBO) charge in e.
CARTESIAN COORDINATES (ANGSTROEM)
C (1.181, 0.242, -1.283)  -0.42
N (-0.064, -0.147, -0.585)  -0.62
C (-0.156, -0.253, 0.809)  0.36
N (-1.297, 0.071, 1.309)  -0.84
H (1.361, -0.650, -1.916)  0.20
H (1.909, 0.319, -0.485)  0.20
H (0.997, 1.077, -1.955)  0.21
H (-0.950, 0.041, -1.022)  0.40
H (0.759, -0.612, 1.248)  0.14
H (-1.197, 0.839, 1.980)  0.37

Output
- Structure (SMILES): [H]/N=C/NC
- Charge: 0

---

[17]
ORCA calculation (ωB97M-V/def2-TZVPD) on a single C2H6N2 molecule.

Last column: natural (NBO) charge in e.
CARTESIAN COORDINATES (ANGSTROEM)
C (-0.221, -0.025, -0.603)  -0.05
C (0.366, 0.498, 0.502)  -0.10
N (1.556, -0.034, 1.061)  -0.81
N (-1.606, -0.104, -0.956)  -0.82
H (0.588, -0.416, -1.272)  0.16
H (-0.316, 1.158, 1.019)  0.18
H (1.939, -0.557, 0.251)  0.35
H (1.180, -0.771, 1.706)  0.36
H (-1.665, -0.825, -1.622)  0.36
H (-2.237, -0.460, -0.213)  0.37

Output
- Structure (SMILES): N/C=C/N
- Charge: 0

---

[18]
ORCA calculation (ωB97M-V/def2-TZVPD) on 2 unconnected molecules or ions with the total composition C2H6N2O.

Last column: natural (NBO) charge in e.
CARTESIAN COORDINATES (ANGSTROEM)
O (-2.424, 2.790, -0.743)  -0.50
C (-2.228, 1.746, -0.185)  0.27
H (-2.586, 0.807, -0.635)  0.11
H (-1.695, 1.707, 0.780)  0.11
N (1.904, -0.409, 0.595)  -0.81
C (1.736, -1.796, 0.513)  0.27
N (0.910, -2.323, -0.289)  -0.69
H (1.536, -0.012, -0.270)  0.37
H (2.893, -0.175, 0.547)  0.37
H (2.310, -2.363, 1.244)  0.15
H (0.925, -3.334, -0.174)  0.34

Output
- Structure (SMILES): [H]/N=C/N.C=O
- Charge: 0

---

[19]
ORCA calculation (ωB97M-V/def2-TZVPD) on 2 unconnected molecules or ions with the total composition C2H6N2O.

Last column: natural (NBO) charge in e.
CARTESIAN COORDINATES (ANGSTROEM)
O (-0.976, 0.737, 1.241)  -0.53
C (-1.138, 1.839, 0.705)  0.29
H (-0.844, 1.963, -0.395)  0.14
H (-1.734, 2.757, 1.105)  0.13
N (1.149, -0.819, 0.520)  -0.85
C (0.813, -1.199, -0.790)  0.29
N (-0.003, -0.670, -1.692)  -0.74
H (2.062, -0.830, 0.884)  0.39
H (0.530, -0.159, 1.007)  0.41
H (1.445, -2.012, -1.205)  0.13
H (0.276, -1.042, -2.609)  0.34

Output
- Structure (SMILES): [H]/N=C/N.C=O
- Charge: 0

---

[20]
ORCA calculation (ωB97M-V/def2-TZVPD) on a molecular structure, C2H6N2O.

Last column: natural (NBO) charge in e.
CARTESIAN COORDINATES (ANGSTROEM)
C (-1.095, 0.739, 0.326)  -0.34
N (-0.800, -0.427, 0.876)  -0.04
C (1.855, -0.128, -0.395)  -0.06
O (-1.277, -1.458, 0.075)  -0.56
N (1.497, -0.956, 0.369)  -0.30
H (-0.846, -2.238, 0.453)  0.49
H (-0.011, 1.083, -0.561)  0.10
H (-1.027, 1.570, 1.019)  0.22
H (-1.907, 0.784, -0.399)  0.22
H (2.753, 0.168, -0.917)  0.24
H (0.858, 0.863, -0.846)  0.03

Output
- Charge: 0

---

Per-record largest force on an atom, hartree/bohr: 0.0154, 0.2192, 0.1082, 0.0777, 0.0999, 0.0439, 0.0431, 0.0088, 0.0176, 0.0527, 0.0283, 0.0203, 0.1125, 0.0250, 0.1229, 0.0731, 0.0673, 0.0225, 0.0697, 0.0302
Per-record energy above the lowest of the compared OMol25 structures with the same formula, charge and spin, eV: 2.524, 3.529, 0.265, 0.287, 4.700, 1.173, 1.349, 0.894, 0.000, 0.944, 0.239, 0.046, 3.915, 0.922, 1.166, 2.336, 2.249, 2.021, 2.689, 6.746